Record 1
DFT (the ωB97M-V functional and the def2-TZVPD basis) results for 2 unconnected molecules or ions with the total composition CH3ClFOP in a non-equilibrium geometry.

Output
energy relative to the best compared isomer or geometry (same formula, charge and spin)	115.8	kcal per mole
spin multiplicity	1
total charge	0
HOMO energy (alpha / beta)	-8.391 / -9.163	eV
lowest unoccupied orbital energy (alpha / beta)	-1.442 / -1.012	eV
calculated total energy	-1016.4781	hartree
orbital gap (alpha / beta)	6.949 / 8.151	eV

XYZ file:
```
8
Properties=species:S:1:pos:R:3:forces:R:3
C -0.246886 0.424086 0.090781 -2.1 2.7 -0.6
O 0.920569 0.160732 0.648757 -1.6 0.5 0.2
F 2.484492 -0.320942 -1.226413 -0.3 0.0 1.7
P 2.336454 -0.332322 0.439671 2.9 -0.9 -2.1
Cl -2.768322 -1.157744 0.066667 0.2 0.0 0.1
H -1.526057 -0.605915 0.193639 -0.4 -0.4 -0.1
H -0.360822 0.750894 -1.010838 0.8 -0.9 1.7
H -0.839426 1.081212 0.797734 0.6 -0.9 -0.9
```
Positions in Å, forces in eV/Å.

***

Record 2
DFT (the ωB97M-V functional and the def2-TZVPD basis) results for a single C8H11BrN2O2 molecule in a non-equilibrium geometry.

Output
spin multiplicity	3
total charge	0
HOMO energy (alpha / beta)	-5.781 / -8.867	eV
lowest unoccupied orbital energy (alpha / beta)	0.487 / -2.147	eV
calculated total energy	-3145.1577	hartree
orbital gap (alpha / beta)	6.268 / 6.720	eV

XYZ file:
```
24
Properties=species:S:1:pos:R:3:forces:R:3
C -0.556228 -2.371127 -0.316080 2.2 -0.4 -1.0
C -1.919972 -2.451514 0.012226 -2.3 1.4 1.5
C 0.580447 -1.546149 -0.289608 -0.9 0.5 -0.6
C -3.016633 -1.607556 0.320817 1.0 0.2 -1.1
C 0.871750 -0.251144 0.160967 -2.0 0.2 2.5
C -3.371597 -0.283374 -0.047981 2.7 -0.4 -0.5
C 2.932736 2.672335 0.102608 2.3 1.1 0.1
C 2.429187 1.434491 0.779657 -0.7 1.2 1.4
N 1.991929 0.415689 -0.104960 1.1 -1.0 -1.3
N -2.536264 0.523636 -0.937496 -2.3 -1.3 1.1
O -2.995830 1.632057 -1.159617 1.0 0.8 -0.7
O -1.566630 -0.035174 -1.436718 -0.1 0.8 -0.2
Br -4.854980 0.486194 0.674180 -0.6 0.4 0.2
H -0.290200 -3.339583 -0.769883 0.1 0.4 0.2
H -2.162658 -3.495344 0.131857 -0.4 -0.2 0.3
H 1.370588 -1.970318 -0.909722 0.2 0.0 0.3
H -3.903867 -1.989676 0.777581 -0.1 -1.2 0.3
H 0.335593 0.366241 0.979040 -0.1 -1.7 -1.7
H 2.136100 3.055568 -0.475467 -0.4 0.5 -1.4
H 3.185654 3.512434 0.778141 -0.5 -0.7 0.4
H 3.963382 2.593447 -0.397640 -1.8 -0.4 0.0
H 3.269818 1.084065 1.413300 -1.0 -0.1 0.4
H 1.411127 1.702912 1.284233 2.4 -0.2 0.1
H 2.696557 -0.138107 -0.569424 0.2 0.2 -0.3
```
Positions in Å, forces in eV/Å.

***

Record 3
DFT (the ωB97M-V functional and the def2-TZVPD basis) results for 2 unconnected molecules or ions with the total composition C13H18Si in a non-equilibrium geometry.

Output
energy relative to the best compared isomer or geometry (same formula, charge and spin)	115.2	kcal per mole
spin multiplicity	1
total charge	0
HOMO energy	-8.477	eV
lowest unoccupied orbital energy	0.804	eV
calculated total energy	-795.4486	hartree
orbital gap	9.280	eV

XYZ file:
```
32
Properties=species:S:1:pos:R:3:forces:R:3
C -4.141617 1.433802 0.193850 2.5 0.3 -3.3
C -2.624592 1.265402 0.140591 0.9 -1.0 0.1
C -1.931022 1.096803 -1.079990 0.2 -0.1 2.5
C -0.628163 0.681734 -1.079436 1.5 0.0 0.3
C 0.137337 0.445562 0.064840 -0.9 -0.4 1.0
Si 1.949109 -0.157485 0.087570 -0.6 0.2 -0.2
C 2.457258 -0.052099 1.905472 0.6 0.5 1.7
C 2.938348 1.051591 -1.025416 -1.9 -2.0 2.2
C 1.807779 -1.962761 -0.499865 5.0 1.5 -1.0
C -0.595212 0.436044 1.261883 -0.8 1.2 -1.8
C -1.931443 0.886772 1.294990 -1.2 -0.4 1.7
H -4.412232 1.386096 1.164216 -1.2 -0.6 3.1
H -4.393678 2.460030 -0.122935 -0.4 -0.8 -0.6
H -4.452724 0.546472 -0.415478 -0.8 1.3 0.4
H -2.445165 1.180508 -1.961050 -1.2 0.4 -2.2
H -0.061932 0.438262 -1.945506 -0.2 0.3 -1.4
H 1.627219 -0.469595 2.582886 1.3 0.7 -0.9
H 3.401040 -0.555774 2.250846 -0.8 0.0 -0.7
H 2.694340 1.027369 2.221648 -0.8 -1.3 -0.5
H 3.217777 1.883098 -0.487079 0.7 1.9 1.4
H 3.747728 0.616035 -1.440558 3.2 -1.6 -0.9
H 2.450473 1.366002 -1.864332 -2.1 0.9 -2.1
H 2.774395 -2.470502 -0.889946 -1.2 1.1 0.7
H 1.488026 -2.604328 0.205722 -1.2 -2.0 2.9
H 1.167731 -2.070187 -1.276749 -2.0 0.1 -2.6
H -0.067398 0.014824 2.049080 0.1 -0.2 2.0
H -2.597431 0.845199 2.258245 1.7 0.0 -1.7
C -2.018440 -3.044806 0.667985 -0.3 -1.1 2.3
C -1.443639 -2.693066 -0.520403 -3.1 1.9 -0.7
C -2.726990 -2.268356 -0.241436 2.1 -0.3 -1.4
H -0.667827 -2.606694 -1.225411 0.7 -0.3 -0.4
H -3.613997 -1.713946 -0.542856 0.3 -0.3 0.2
```
Positions in Å, forces in eV/Å.

***

Record 4
DFT (the ωB97M-V functional and the def2-TZVPD basis) results for a molecular structure, C14H26Hg2O12S3 in a non-equilibrium geometry.

Output
energy relative to the best compared isomer or geometry (same formula, charge and spin)	96.4	kcal per mole
spin multiplicity	1
total charge	+2
HOMO energy	-13.855	eV
lowest unoccupied orbital energy	-11.522	eV
calculated total energy	-2952.4783	hartree
orbital gap	2.332	eV

XYZ file:
```
57
Properties=species:S:1:pos:R:3:forces:R:3
Hg -3.945468 1.082709 3.611323 2.7 -0.4 -1.1
Hg -1.650100 -3.227403 1.325195 -1.2 0.9 -2.3
O -3.253349 -2.220935 -2.003180 0.5 -0.8 0.1
C -3.996712 -2.066460 -0.900670 -1.8 1.8 -0.9
O -5.056624 -1.441728 -0.974634 0.6 -0.5 0.1
O -3.619402 -2.490441 0.238151 1.6 -1.4 2.1
H -3.859424 -2.000025 -2.728178 0.2 0.2 0.0
O -0.244864 0.946016 1.276914 0.0 -0.7 0.5
C -1.276465 0.124296 1.473812 -1.6 -1.5 0.0
O -2.296042 0.544043 2.093582 -1.2 1.3 0.9
O -1.224555 -1.039058 0.996536 1.1 0.7 0.5
H 0.448300 0.282530 1.097949 0.3 0.7 -0.4
C 0.781632 4.041166 5.402316 -0.3 -0.5 -0.1
C -0.453552 4.484989 6.221681 0.7 0.9 -0.2
C -1.376872 3.305099 6.526845 0.8 -0.1 0.3
S -0.863435 1.968712 5.424643 2.5 1.6 0.4
O -2.080635 1.598708 4.684733 -1.7 -0.8 -1.0
O -0.073884 0.943828 6.036163 -1.0 -0.4 0.4
C 0.337707 2.951583 4.425578 -1.8 -0.2 -0.9
H 1.500253 3.664682 6.130168 0.2 -0.3 -0.3
H 1.259267 4.847362 4.849785 -0.1 0.1 0.1
H -1.004764 5.283099 5.724190 -0.1 -0.2 -0.3
H -0.064052 4.970273 7.115922 -0.3 -0.3 0.2
H -2.407709 3.608569 6.373929 -0.1 -0.5 0.0
H -1.200680 2.890570 7.520106 -0.2 0.1 0.1
H -0.307216 3.246427 3.587637 0.0 1.0 0.3
H 1.039820 2.353733 3.846072 0.4 -0.5 1.0
C 1.633038 -4.572258 -3.450718 0.8 -1.6 -1.0
C 2.297607 -3.245821 -3.123451 -1.3 0.6 -0.9
C 2.164111 -3.094455 -1.624703 1.4 0.6 0.6
S 0.809877 -4.086859 -0.972695 -0.1 1.3 -1.4
O -0.310781 -3.147398 -0.655696 0.4 -1.0 0.8
O 1.297543 -4.992863 0.036049 -0.6 0.4 0.1
C 0.469091 -4.945000 -2.523956 1.4 -0.5 0.9
H 2.345794 -5.398015 -3.370334 0.2 0.2 0.3
H 1.292818 -4.732371 -4.475304 0.0 0.7 -0.1
H 1.774495 -2.510144 -3.740691 -0.4 0.3 0.7
H 3.320427 -3.052791 -3.444882 0.2 -0.9 0.1
H 2.187929 -2.060805 -1.277972 -0.7 0.0 0.1
H 3.063161 -3.522644 -1.172526 -0.2 -0.3 0.1
H -0.529945 -4.863518 -2.936968 -0.1 0.1 0.4
H 0.793457 -5.931568 -2.191268 -1.2 -0.4 -0.2
C 0.851068 0.100884 -3.404323 -0.7 0.4 1.0
C 0.674415 0.773529 -4.743885 -3.1 0.9 -1.7
C 1.103843 2.219782 -4.730260 2.2 0.3 1.2
S 0.682436 2.843363 -3.110111 0.4 -2.1 1.2
O -0.711248 3.208756 -3.175854 0.3 0.6 0.3
O 1.752626 3.665438 -2.577640 -1.1 0.0 -0.3
C 0.779610 1.157455 -2.269081 1.9 0.6 -0.2
H 1.811208 -0.412568 -3.420579 0.0 0.0 0.4
H 0.038356 -0.594491 -3.190845 0.2 -0.4 -0.4
H -0.382714 0.941957 -5.001720 -0.3 -0.8 0.6
H 0.946703 0.159718 -5.602084 0.9 0.3 0.1
H 0.647457 3.036006 -5.288849 0.0 -0.7 -1.0
H 2.197668 2.231763 -4.743151 0.0 0.7 -0.3
H 0.129141 1.006187 -1.410431 -0.8 0.1 -0.6
H 1.759649 1.166369 -1.782664 0.1 0.3 -0.1
```
Positions in Å, forces in eV/Å.